(1)
{"formula": "C7H19N5O2S", "method": "the ωB97M-V functional and the def2-TZVPD basis", "lumo_ha": 0.026, "max_force_ev_per_a": 5.2, "gap_ev": 8.44, "species": ["S", "O", "O", "N", "N", "N", "N", "N", "C", "C", "C", "C", "C", "C", "C", "H", "H", "H", "H", "H", "H", "H", "H", "H", "H", "H", "H", "H", "H", "H", "H", "H", "H", "H"], "positions_angstrom": [[-0.006378, 2.238581, 1.217775], [-0.088333, 2.462341, -0.207822], [-0.130055, 3.427157, 2.011441], [-2.462570, -0.783270, -1.091645], [-1.390130, 1.335695, 1.416652], [1.138951, -0.823254, -0.259899], [-1.408087, -0.002784, 1.177173], [-1.996108, 1.687110, 2.670083], [1.684525, 1.316938, 1.513914], [-0.470527, -2.691746, -0.405957], [1.914937, 0.241960, -0.775135], [-0.087850, -1.287974, -0.895274], [-1.225172, -0.289129, -0.815887], [2.523377, 1.123506, 0.266941], [0.050085, -1.420575, -2.516319], [0.145813, -2.542686, -2.716188], [-0.740545, -2.830772, 0.625978], [3.581260, 0.773251, 0.648223], [2.060323, 1.874017, 2.251851], [-1.020971, 0.706237, -1.277136], [-2.621875, -1.530651, -0.384405], [-1.475928, 2.441931, 3.188232], [1.263072, 0.764037, -1.517426], [-1.154684, -3.169114, -1.032187], [2.656211, 2.155657, -0.208587], [1.646357, -1.729415, 0.165418], [1.259410, 0.367504, 1.900928], [-0.891283, -1.158793, -2.872542], [2.748175, -0.216976, -1.402556], [0.664671, -0.705285, -2.951061], [-3.117450, 0.103584, -1.113667], [0.422436, -3.292296, -0.602900], [-0.496859, -0.308717, 1.379704], [-2.974799, 1.763928, 2.612278]], "atomic_forces_ev_per_a": [[0.5, 0.7, -3.0], [1.1, -0.1, -0.5], [0.6, -0.1, 1.0], [-1.9, 1.6, -0.2], [-0.8, 2.1, 1.9], [-0.3, -4.2, 2.7], [0.1, -0.8, -3.6], [1.9, -0.4, 2.0], [-4.2, -2.2, -2.2], [2.1, 0.5, 0.2], [0.9, -1.4, -2.6], [0.1, 0.3, -2.2], [0.7, 1.1, 3.0], [1.6, 2.2, 0.7], [-0.7, -2.9, 2.7], [0.7, 1.8, -0.3], [-0.2, 0.4, 0.5], [-2.0, 0.5, -0.9], [1.8, 2.1, 2.8], [0.0, -0.8, 0.8], [-0.9, 1.1, -0.8], [-1.2, -1.0, -1.2], [0.6, 0.1, 0.9], [-1.6, -0.4, -1.0], [0.2, -1.3, 0.6], [-1.1, 3.1, -1.5], [0.8, 0.3, 0.0], [-1.8, 0.1, -0.8], [-0.6, 0.9, 0.5], [1.9, 0.6, -0.7], [1.1, -3.1, 0.5], [0.2, -0.1, 0.3], [1.5, -1.2, 0.7], [-1.0, 0.6, -0.4]]}

(2)
{"formula": "C3H4N2O2S", "method": "the ωB97M-V functional and the def2-TZVPD basis", "smiles": "O=C1CN=C(NO)S1", "lumo_ha": 0.010, "max_force_ev_per_a": 6.3, "gap_ev": 9.26, "species": ["S", "O", "O", "N", "N", "C", "C", "C", "H", "H", "H", "H"], "positions_angstrom": [[-1.251526, 0.521549, -0.794262], [-0.986530, 1.810531, 1.612682], [-1.059391, -1.732191, -2.379878], [1.012975, -0.530526, 0.285682], [0.201606, 1.480980, 1.146863], [0.655863, -1.417939, -0.667498], [0.086196, 0.409344, 0.343510], [-0.559817, -1.000767, -1.575613], [1.036758, 1.482386, 1.909130], [0.266434, -2.396382, -0.189820], [1.541943, -1.493253, -1.267288], [-0.944513, 2.866269, 1.576492]], "atomic_forces_ev_per_a": [[0.2, -1.0, -0.6], [-2.6, 5.5, 1.8], [0.2, 1.2, 0.0], [-2.7, 4.4, 2.5], [5.4, -0.2, 1.4], [-1.2, -2.8, -2.0], [3.0, -1.8, -0.3], [0.0, -1.2, 1.2], [-2.7, -0.6, -2.3], [1.0, 1.1, -1.0], [0.2, -1.3, -0.9], [-0.8, -3.3, 0.2]]}

(3)
{"formula": "C17H29BGeN6V", "method": "the ωB97M-V functional and the def2-TZVPD basis", "lumo_ha": [-0.254, -0.254], "max_force_ev_per_a": 4.1, "charge": 2, "multiplicity": 4, "gap_ev": [7.08, 7.19], "species": ["Ge", "V", "N", "N", "N", "N", "N", "N", "C", "C", "C", "C", "C", "C", "C", "C", "C", "C", "C", "C", "C", "C", "C", "C", "C", "B", "H", "H", "H", "H", "H", "H", "H", "H", "H", "H", "H", "H", "H", "H", "H", "H", "H", "H", "H", "H", "H", "H", "H", "H", "H", "H", "H", "H", "H"], "positions_angstrom": [[-0.122369, 3.386765, -2.293693], [0.422567, -2.248491, 0.700145], [-1.317235, -4.481338, 1.094476], [1.501624, -3.851022, -0.080866], [-1.394166, -3.125945, 0.853925], [0.817413, -2.830897, 2.630979], [0.478374, -4.197138, 2.683663], [1.027380, -4.994082, 0.403001], [-2.688131, -2.871487, 0.474171], [0.688100, -4.681177, 3.933877], [2.465053, 3.508895, -1.169732], [1.153582, -3.630121, 4.706618], [-2.481827, -5.050469, 0.789096], [1.636082, -6.046880, -0.154238], [2.572467, -5.541531, -1.060766], [-3.395279, -4.067822, 0.439020], [-2.767665, 4.280970, -1.852293], [1.180617, -2.472162, 3.862394], [2.500197, 3.604039, 1.329092], [1.157097, 4.288427, -1.197611], [3.271592, 3.920531, 0.037095], [-3.836670, 5.048350, -1.087743], [-1.263201, 3.884141, -3.850390], [2.512477, -4.155818, -0.929549], [-2.250650, 4.867527, -3.175166], [0.030967, -5.016690, 1.543212], [1.386025, -3.694503, 5.760854], [-3.120091, 3.338848, -1.901128], [-1.780347, 2.983137, -4.187239], [0.583506, -5.678467, 4.251878], [-4.781951, 4.806561, -1.614158], [-1.864895, 4.282198, -1.242573], [-0.171832, -6.122549, 1.823670], [-3.958440, 4.536251, -0.122356], [3.001496, 3.684656, -2.109042], [0.018113, 1.920883, -1.823335], [-0.675762, 4.370428, -4.583320], [3.286450, -6.101536, -1.639968], [1.416225, -7.004603, 0.214573], [-1.802651, 5.847792, -2.989569], [1.257508, 5.362668, -1.467627], [-3.026281, 5.127630, -3.875498], [2.288619, 2.559016, 1.430918], [-4.431481, -4.272458, 0.204414], [3.105086, -3.416747, -1.501569], [1.519888, 4.228562, 1.395635], [3.016461, 3.962005, 2.185394], [2.297136, 2.413533, -0.995693], [4.177894, 3.361602, -0.010785], [0.740859, 4.279622, -0.164196], [3.535249, 4.980078, -0.080649], [-3.755785, 6.132499, -0.976110], [-2.612032, -6.080545, 0.962772], [-2.987981, -1.848198, 0.328246], [1.440607, -1.484926, 4.097740]], "atomic_forces_ev_per_a": [[-0.3, -0.3, -0.5], [0.5, -0.1, 0.3], [-0.6, 1.7, -1.2], [0.8, 1.3, -0.4], [-1.7, -0.6, -0.4], [-0.7, -1.6, 0.1], [1.3, 1.0, 2.1], [0.1, -0.8, -0.2], [1.2, -0.7, 0.5], [0.8, 2.9, -0.4], [-0.2, -0.7, -0.2], [-0.2, 1.0, -0.2], [0.3, 1.1, 0.7], [0.7, 1.7, -0.5], [0.3, -0.2, 0.6], [-0.3, 0.0, -0.3], [1.0, 3.9, -0.4], [-0.3, -3.1, 0.4], [-1.3, 2.3, -0.6], [-0.7, 1.1, 0.3], [-0.5, 0.6, 0.3], [-1.0, -0.8, -0.1], [-0.4, -0.1, 2.2], [-0.5, -0.2, -0.8], [-0.2, 0.0, -0.2], [-0.9, -0.7, -0.9], [0.0, 0.2, -0.2], [-0.9, -3.4, -0.7], [0.3, 0.1, -0.2], [-0.4, -1.0, -0.2], [0.3, 0.5, 0.2], [0.9, -0.3, 1.0], [0.2, -0.9, 0.5], [0.1, 0.6, 0.0], [0.1, -0.3, 0.2], [-0.4, 0.0, -0.2], [0.6, 0.2, -1.0], [-0.1, 0.0, 0.0], [-0.2, -1.1, 0.0], [0.3, -0.2, 0.2], [0.2, -0.7, 0.1], [-0.6, -0.3, -0.3], [-0.2, -0.6, 0.1], [0.2, 0.3, 0.0], [-0.7, -0.4, 0.7], [1.5, -1.3, -0.1], [0.7, 0.0, 0.8], [-0.1, 0.7, -0.7], [0.9, -0.4, 0.2], [-0.1, 0.0, -0.8], [-0.1, -0.2, 0.4], [0.3, -0.3, -0.1], [-0.2, -1.0, 0.0], [-0.2, 0.0, -0.2], [0.4, 1.1, 0.2]]}